Formula: C22H20Br4CrN4O5P
Source: the OMol25 dataset
Level of theory: ωB97M-V/def2-TZVPD

The geometry in XYZ format:
```
57
Properties=species:S:1:pos:R:3:lowdin_charge:R:1
Cr 0.127 0.250 -0.089 0.941
N -0.819 -0.779 3.293 0.027
N -1.708 0.297 3.271 -0.039
C -1.536 1.368 2.379 -0.682
O -2.124 2.404 2.677 0.018
O -0.785 1.236 1.334 -0.133
H -1.307 -1.603 3.607 0.081
H -0.040 -0.604 3.918 0.089
H -2.069 0.613 4.154 0.129
Br 2.143 -2.035 -4.114 0.792
C 0.520 -2.393 -3.228 -0.602
C -0.323 -3.418 -3.689 -0.161
C -1.511 -3.688 -3.071 -0.631
Br -2.607 -5.083 -3.744 0.765
C -1.923 -2.945 -1.944 -0.185
C -3.133 -3.103 -1.232 -0.010
C -3.397 -2.302 -0.156 -0.024
C -2.461 -1.339 0.248 -0.070
N -1.325 -1.170 -0.392 0.029
C -1.053 -1.937 -1.488 -0.131
C 0.187 -1.617 -2.130 -0.392
O 0.901 -0.644 -1.641 -0.158
H -0.022 -3.998 -4.551 0.098
H -3.843 -3.853 -1.554 0.086
H -4.323 -2.396 0.394 0.112
H -2.638 -0.706 1.109 0.111
Br 3.774 3.666 0.723 0.790
C 3.675 1.866 1.276 -0.592
C 4.708 1.306 2.045 -0.160
C 4.670 -0.003 2.432 -0.630
Br 6.113 -0.711 3.441 0.764
C 3.580 -0.828 2.081 -0.182
C 3.435 -2.198 2.382 -0.010
C 2.323 -2.871 1.951 -0.026
C 1.325 -2.190 1.243 -0.092
N 1.423 -0.912 0.963 0.036
C 2.539 -0.233 1.341 -0.111
C 2.576 1.122 0.879 -0.376
O 1.603 1.539 0.127 -0.166
H 5.551 1.923 2.324 0.098
H 4.208 -2.708 2.939 0.086
H 2.196 -3.926 2.157 0.111
H 0.425 -2.697 0.917 0.122
C -2.629 3.443 -0.531 -0.149
P -1.264 2.853 -1.518 0.615
C -1.679 3.216 -3.229 -0.164
C 0.167 3.844 -1.105 -0.164
O -1.020 1.356 -1.418 -0.384
H -2.764 4.516 -0.695 0.066
H -2.436 3.244 0.524 0.035
H -3.536 2.913 -0.825 0.065
H -1.847 4.285 -3.381 0.058
H -2.580 2.661 -3.490 0.058
H -0.857 2.876 -3.860 0.063
H 0.024 4.876 -1.436 0.065
H 1.041 3.408 -1.590 0.060
H 0.324 3.810 -0.028 0.057
```

The multiplicity is 4. Its expectation value of S² is 3.771. The value obtained for the total energy is -357223.00632 eV. The energy relative to the best compared isomer or geometry (same formula, charge and spin) is 26.4 kJ/mol. The value obtained for the gap between HOMO and LUMO (alpha / beta) is 7.34 / 7.22 eV. As for the net charge: 0. For the HOMO energy (alpha / beta), the calculation gives -0.2840 / -0.2868 Eh.



Formula: C26H53ClN3O7S2
Source: the OMol25 dataset
Level of theory: ωB97M-V/def2-TZVPD

The geometry in XYZ format:
```
92
Properties=species:S:1:pos:R:3:lowdin_charge:R:1
C 0.156 2.107 4.203 -0.127
C -0.194 0.708 5.007 -0.242
C -0.932 -0.431 4.029 -0.137
C -2.465 -0.576 4.591 -0.306
C -3.270 0.800 4.167 -0.056
N -3.170 -1.859 4.213 0.027
C -3.898 -2.273 2.949 -0.372
S -4.104 -1.272 1.380 0.901
C -5.360 0.105 1.569 -0.344
C -4.701 1.435 0.797 -0.284
O -4.540 2.584 1.492 -0.006
O -4.227 1.433 -0.598 -0.096
C -2.752 1.339 -0.673 -0.124
C -2.202 1.429 -2.249 -0.268
C -1.682 2.975 -2.519 -0.052
O -1.012 0.553 -2.314 -0.105
C -0.722 0.129 -3.698 -0.276
O -1.472 -0.749 -4.410 -0.012
C 0.658 0.741 -4.417 -0.459
S 2.120 -0.439 -4.291 0.639
N -4.513 -3.688 2.990 0.087
N -4.122 -4.120 4.277 0.011
C -3.304 -3.103 5.098 -0.008
C -2.730 -3.426 6.599 -0.562
Cl -2.908 -5.260 6.940 0.582
C -3.329 -2.476 7.794 -0.239
C -2.169 -2.463 8.996 -0.122
H 0.015 2.995 4.986 0.092
H -0.657 2.255 3.351 0.072
H 1.251 2.106 3.750 0.096
H -0.915 1.023 5.899 0.104
H 0.768 0.196 5.474 0.102
H -0.962 0.029 2.928 0.123
H -0.387 -1.471 4.053 0.122
H -2.400 -0.570 5.779 0.137
H -2.792 1.768 4.675 0.115
H -4.414 0.752 4.426 0.095
H -3.061 0.945 3.001 0.073
H -6.379 -0.189 1.021 0.122
H -5.661 0.351 2.678 0.099
H -2.183 2.175 -0.082 0.137
H -2.326 0.304 -0.268 0.120
H -3.079 1.093 -2.967 0.174
H -1.033 2.972 -3.501 0.081
H -0.999 3.276 -1.596 0.101
H -2.574 3.751 -2.651 0.110
H 0.932 1.697 -3.757 0.087
H 0.375 1.018 -5.519 0.102
H 3.201 0.133 -5.029 -0.123
H -4.409 -5.098 4.530 0.151
H -1.556 -3.214 6.558 0.138
H -4.299 -2.911 8.318 0.130
H -3.567 -1.388 7.431 0.108
H -1.567 -3.484 8.853 0.079
H -1.367 -1.610 8.843 0.083
H -2.656 -2.431 10.072 0.099
C 4.167 0.997 -9.018 -0.068
C 3.705 1.844 -7.843 -0.497
C 4.047 3.311 -8.048 -0.064
O 4.328 1.377 -6.649 -0.091
H 5.255 1.057 -9.139 0.090
H 3.925 -0.058 -8.850 0.077
H 3.693 1.322 -9.949 0.083
H 2.623 1.733 -7.712 0.136
H 5.130 3.453 -8.136 0.083
H 3.719 3.907 -7.189 0.079
H 3.569 3.705 -8.951 0.083
H 5.289 1.471 -6.756 0.099
C 2.580 -0.518 9.332 -0.066
C 3.019 0.558 8.352 -0.495
C 3.211 1.896 9.048 -0.061
O 2.037 0.694 7.329 -0.089
H 1.621 -0.260 9.794 0.077
H 2.434 -1.473 8.815 0.078
H 3.323 -0.659 10.123 0.085
H 3.955 0.257 7.869 0.144
H 2.274 2.240 9.500 0.082
H 3.515 2.664 8.329 0.083
H 3.973 1.828 9.831 0.085
H 1.202 0.962 7.748 0.084
C 3.177 -2.876 -10.864 -0.063
C 3.061 -1.463 -11.413 -0.513
C 2.450 -1.457 -12.805 -0.064
O 4.355 -0.868 -11.462 -0.074
H 3.825 -3.491 -11.498 0.083
H 3.629 -2.865 -9.867 0.078
H 2.195 -3.356 -10.798 0.082
H 2.447 -0.855 -10.739 0.129
H 3.073 -2.022 -13.508 0.082
H 2.384 -0.435 -13.192 0.081
H 1.447 -1.894 -12.798 0.081
H 4.907 -1.400 -12.058 0.097
```

The value obtained for the total energy is -80797.50409 eV. The value obtained for the gap between HOMO and LUMO is 6.41 eV. As for the net charge: +1. For the HOMO energy, the calculation gives -0.3847 Eh.



Formula: C3H9NP2
Source: the OMol25 dataset
Level of theory: ωB97M-V/def2-TZVPD

The geometry in XYZ format:
```
15
Properties=species:S:1:pos:R:3:lowdin_charge:R:1
C 1.385 1.963 -1.454 -0.320
C -2.174 -1.495 0.550 -0.274
C 1.079 -0.737 -0.309 -0.417
N -0.587 0.608 0.703 -0.364
P 0.896 1.017 -0.172 0.638
P -0.537 -1.006 0.642 0.628
H 0.846 2.997 -1.349 0.025
H 0.950 1.422 -2.259 -0.054
H -2.642 -1.528 -0.379 -0.061
H -2.465 -2.401 1.043 -0.043
H 1.438 -0.987 -1.395 0.095
H 1.973 -1.060 0.361 0.078
H -1.311 1.200 0.972 0.041
H 1.353 1.330 1.046 0.001
H -0.204 -1.323 2.001 0.028
```

The value obtained for the total energy is -23320.06968 eV. The energy relative to the best compared isomer or geometry (same formula, charge and spin) is 387.0 kJ/mol. The value obtained for the gap between HOMO and LUMO is 8.73 eV. As for the net charge: 0. For the HOMO energy, the calculation gives -0.2887 Eh.



Formula: C5H3O2S
Source: the OMol25 dataset
Level of theory: ωB97M-V/def2-TZVPD

The geometry in XYZ format:
```
11
Properties=species:S:1:pos:R:3:lowdin_charge:R:1
C 0.553 0.048 0.677 -0.101
C -0.121 1.312 0.570 -0.039
C -0.798 2.340 0.613 -0.141
C -1.698 3.346 0.762 -0.717
S -1.578 4.757 -0.021 0.646
C -2.957 2.996 1.932 -0.772
O -3.891 3.733 1.792 -0.036
O -2.725 2.072 2.673 -0.021
H 1.519 0.210 0.908 0.032
H 0.093 -0.478 1.533 0.103
H 0.612 -0.433 -0.223 0.046
```

Its SMILES is CC#CC(=S)C(=O)[O-]. The value obtained for the total energy is -20162.68588 eV. The energy relative to the best compared isomer or geometry (same formula, charge and spin) is 152.9 kJ/mol. The value obtained for the gap between HOMO and LUMO is 7.13 eV. As for the net charge: -1. For the HOMO energy, the calculation gives -0.1409 Eh.